*a*
C3H8N2S | the ωB97M-V functional and the def2-TZVPD basis

The geometry in ORCA input format:
```
! wB97M-V def2-TZVPD RIJCOSX def2/J DEFGRID3
* xyz 0 1
C -2.93 0.61 -1.11
C 0.64 -0.70 1.11
C 1.07 0.24 -0.03
N -3.36 0.14 -0.06
N 3.70 -0.33 0.00
S 2.61 0.69 -0.58
H -1.89 0.50 -1.53
H -0.30 -1.15 0.84
H 0.45 -0.16 2.08
H 1.34 -1.60 1.27
H 0.29 0.71 -0.63
H -2.64 -0.24 0.54
H -3.68 1.18 -1.73
H 4.69 0.12 -0.16
*
```

Highest occupied orbital energy (alpha / beta) (eV): -8.4 / -8.4
Orbital gap (alpha / beta) (eV): 8.199 / 8.200



*b*
C3H8N2S | the ωB97M-V functional and the def2-TZVPD basis

The geometry in ORCA input format:
```
! wB97M-V def2-TZVPD RIJCOSX def2/J DEFGRID3
* xyz 0 1
C 0.75 -1.17 1.01
C 0.56 0.35 0.91
S -0.06 1.22 2.36
C -0.14 0.67 -0.37
N -0.06 -0.20 -1.35
N -0.89 -0.08 -2.34
H 1.26 -1.35 0.08
H -0.34 -1.61 1.04
H 1.34 -1.59 1.87
H 1.61 0.78 0.71
H -1.30 0.79 2.16
H -0.66 1.67 -0.43
H -1.59 0.70 -2.37
H -0.48 -0.18 -3.28
*
```

Highest occupied orbital energy (eV): -8.4
SMILES: C[C@H](S)/C=N/N
Orbital gap (eV): 9.344



Stability comparison, relative energies in hartree: *a* 0.0543; *b* 0.0000



*a*
C3H8N2S | the ωB97M-V functional and the def2-TZVPD basis

The geometry in ORCA input format:
```
! wB97M-V def2-TZVPD RIJCOSX def2/J DEFGRID3
* xyz 0 1
H 1.77 1.90 -0.53
N 1.06 1.40 0.12
C 0.90 0.18 -0.25
N 1.39 -0.31 -1.45
C 0.23 -0.69 0.77
C -1.31 -0.56 0.70
S -2.00 0.84 -0.17
H 0.71 -0.83 -1.96
H 1.60 0.42 -2.15
H 0.49 -1.78 0.58
H 0.43 -0.23 1.77
H -1.69 -0.63 1.66
H -1.66 -1.40 0.02
H -1.91 1.69 0.87
*
```

Highest occupied orbital energy (eV): -8.8
SMILES: [H]/N=C(\N)CCS
Orbital gap (eV): 9.609



*b*
C3H8N2S | the ωB97M-V functional and the def2-TZVPD basis

The geometry in ORCA input format:
```
! wB97M-V def2-TZVPD RIJCOSX def2/J DEFGRID3
* xyz 0 1
C -0.38 -1.27 -0.12
C 0.22 0.10 0.17
C 1.40 0.65 -0.54
S 1.45 0.60 -2.38
N -0.35 0.81 1.06
N -1.36 0.33 1.74
H 0.29 -1.63 -0.92
H -1.41 -1.33 -0.52
H -0.10 -1.96 0.69
H 1.49 1.72 -0.12
H 2.27 0.08 -0.23
H 0.26 1.21 -2.58
H -2.06 -0.35 1.48
H -1.71 1.04 2.26
*
```

Highest occupied orbital energy (eV): -8.5
SMILES: C/C(CS)=N\N
Orbital gap (eV): 9.403



*c*
C3H8N2S | the ωB97M-V functional and the def2-TZVPD basis

The geometry in ORCA input format:
```
! wB97M-V def2-TZVPD RIJCOSX def2/J DEFGRID3
* xyz 0 1
H -1.91 -1.89 0.42
N -1.45 -1.05 0.31
N -1.23 -0.48 1.35
C -0.08 0.78 0.93
C -0.40 1.53 -0.29
S 1.35 -0.13 1.14
C 1.37 -1.09 -0.40
H -0.20 1.40 1.75
H 0.33 2.49 -0.46
H -1.44 1.90 -0.34
H -0.34 1.02 -1.31
H 0.30 -1.48 -0.50
H 2.28 -1.79 -0.28
H 1.48 -0.39 -1.26
*
```

Highest occupied orbital energy (eV): -8.0
SMILES: [H]/N=N/[C@H](C)SC
Orbital gap (eV): 9.019



Stability comparison, relative energies in hartree: *a* 0.0000; *b* 0.0263; *c* 0.0802



*a*
C3H12N3O | the ωB97M-V functional and the def2-TZVPD basis

The geometry in ORCA input format:
```
! wB97M-V def2-TZVPD RIJCOSX def2/J DEFGRID3
* xyz 1 1
C 1.73 2.59 -0.60
C 0.18 0.68 -0.35
N -0.87 -0.03 -0.92
N 0.41 1.92 -0.81
N 0.92 0.03 0.53
H -1.09 0.33 -1.78
H -1.29 -0.80 -0.39
H -0.03 2.35 -1.63
H 1.58 0.36 1.25
H 1.13 -1.05 0.41
H 1.95 3.12 -1.57
H 2.59 1.97 -0.56
H 1.82 3.41 0.12
C -1.65 -2.34 1.51
O -0.65 -2.35 0.50
H -0.68 -3.25 0.01
H -1.03 -1.82 2.36
H -2.14 -3.31 1.56
H -2.38 -1.60 1.24
*
```

Highest occupied orbital energy (eV): -14.2
Orbital gap (eV): 11.254



*b*
C3H12N3O | the ωB97M-V functional and the def2-TZVPD basis

The geometry in ORCA input format:
```
! wB97M-V def2-TZVPD RIJCOSX def2/J DEFGRID3
* xyz 1 1
C -1.99 0.92 0.15
N -0.91 0.73 -0.85
C -0.21 2.01 -1.20
H -2.54 -0.01 0.26
H -1.54 1.21 1.10
H -2.65 1.71 -0.18
H -1.32 0.35 -1.71
H -0.25 0.00 -0.53
H -0.88 2.64 -1.76
H 0.70 1.78 -1.76
H 0.06 2.51 -0.27
N 0.79 -2.27 1.66
C 1.09 -1.65 0.50
N 2.28 -0.99 0.46
O 0.31 -1.65 -0.47
H 0.03 -2.93 1.67
H 1.46 -2.33 2.40
H 2.51 -0.67 -0.47
H 3.05 -1.36 0.99
*
```

Highest occupied orbital energy (eV): -14.2
Orbital gap (eV): 11.378



Stability comparison, relative energies in hartree: *a* 0.0796; *b* 0.0000



*a*
C3H12N3O | the ωB97M-V functional and the def2-TZVPD basis

The geometry in ORCA input format:
```
! wB97M-V def2-TZVPD RIJCOSX def2/J DEFGRID3
* xyz 1 1
C -0.59 0.61 2.09
C -1.40 0.02 0.92
N -0.52 -0.26 -0.17
C 0.06 0.64 -1.03
N 0.60 0.29 -2.29
N 0.17 1.96 -0.71
H -0.72 0.06 2.99
H -0.88 1.53 2.48
H 0.44 0.66 1.81
H -1.91 -1.00 1.06
H -2.19 0.68 0.63
H -0.45 -1.22 -0.42
H 1.11 -0.58 -2.31
H 0.42 0.96 -2.96
H 0.23 2.61 -1.50
H -0.32 2.33 0.01
H 1.37 -3.64 -0.04
H 2.77 -2.83 -0.24
O 1.82 -2.82 -0.31
*
```

Highest occupied orbital energy (eV): -14.5
Orbital gap (eV): 11.410



*b*
C3H12N3O | the ωB97M-V functional and the def2-TZVPD basis

The geometry in ORCA input format:
```
! wB97M-V def2-TZVPD RIJCOSX def2/J DEFGRID3
* xyz 1 1
C 1.03 -0.23 1.33
C -0.41 0.48 -0.50
C 0.69 -0.32 -0.13
N -1.13 1.32 0.47
N 1.09 1.19 -0.72
N 1.11 -1.42 -0.79
O -2.10 -1.14 -0.09
H 0.71 -1.04 1.93
H 2.12 -0.17 1.41
H 0.63 0.62 1.69
H -0.95 0.43 -1.53
H -1.60 0.72 1.08
H -1.59 2.12 0.14
H 1.19 1.58 -1.72
H 1.35 1.95 -0.14
H 0.98 -1.48 -1.76
H -2.75 -1.33 -0.80
H 2.03 -1.71 -0.56
H -2.42 -1.57 0.70
*
```

Highest occupied orbital energy (eV): -13.8
Orbital gap (eV): 10.919



Stability comparison, relative energies in hartree: *a* 0.0000; *b* 0.0614



*a*
C3H12N3O | the ωB97M-V functional and the def2-TZVPD basis

The geometry in ORCA input format:
```
! wB97M-V def2-TZVPD RIJCOSX def2/J DEFGRID3
* xyz 1 1
N -0.52 -2.68 -0.67
C -0.03 -2.92 0.55
N 0.61 -2.06 1.25
H -0.18 -1.88 -1.19
H -0.89 -3.44 -1.22
H -0.24 -3.91 0.93
H 0.88 -2.46 2.13
C 0.02 2.61 -0.38
O -0.80 2.90 -1.49
C -0.08 1.11 -0.19
N 0.75 0.63 0.96
H -0.33 3.12 0.52
H 1.06 2.90 -0.56
H -0.65 3.81 -1.77
H -1.10 0.82 0.02
H 0.26 0.60 -1.10
H 0.35 0.96 1.83
H 1.71 0.97 0.93
H 0.76 -0.46 1.00
*
```

Highest occupied orbital energy (eV): -13.8
Orbital gap (eV): 10.887



*b*
C3H12N3O | the ωB97M-V functional and the def2-TZVPD basis

The geometry in ORCA input format:
```
! wB97M-V def2-TZVPD RIJCOSX def2/J DEFGRID3
* xyz 1 1
C -0.52 0.31 2.20
N -0.36 1.20 1.02
C 1.04 1.63 0.79
H -1.57 0.05 2.32
H 0.10 -0.57 2.04
H -0.17 0.83 3.09
H -0.97 2.01 1.11
H -0.66 0.63 0.18
H 1.43 2.09 1.70
H 1.09 2.33 -0.04
H 1.63 0.75 0.56
N -0.11 -2.38 -1.19
C -0.37 -1.10 -1.56
N 0.35 -0.59 -2.61
O -1.17 -0.39 -0.94
H -0.74 -2.79 -0.54
H 0.40 -3.00 -1.80
H 0.69 -1.25 -3.31
H -0.09 0.23 -3.01
*
```

Highest occupied orbital energy (eV): -14.3
Orbital gap (eV): 11.640



Stability comparison, relative energies in hartree: *a* 0.0466; *b* 0.0000



*a*
C26H43BaCl3N3O3Si | the ωB97M-V functional and the def2-TZVPD basis

The geometry in ORCA input format:
```
! wB97M-V def2-TZVPD RIJCOSX def2/J DEFGRID3
* xyz -1 1
C -1.53 -2.31 -4.07
C -1.10 -3.10 -2.89
H -2.01 -2.92 -4.85
H -0.67 -1.81 -4.53
H -2.23 -1.53 -3.77
C -0.62 -4.36 -2.98
C -0.50 -5.13 -4.26
H -0.32 -4.90 -2.09
H -0.32 -4.48 -5.13
H -1.39 -5.74 -4.46
H 0.35 -5.83 -4.18
Ba 0.57 1.31 -1.26
Cl -2.40 0.83 -0.35
Cl 3.01 1.32 -3.07
H 0.82 5.40 3.51
H -1.33 6.37 3.05
C 0.95 4.96 2.51
C -1.21 6.13 1.98
N -0.36 4.94 1.86
H 1.31 3.93 2.59
C -0.57 4.04 0.89
O 0.32 3.24 0.52
H -2.18 5.89 1.53
H -1.58 4.05 0.46
H 1.67 5.56 1.94
H -0.76 7.00 1.46
H 1.64 -1.58 -3.19
H 2.63 -4.31 -1.96
C 2.73 -1.57 -2.99
C 3.49 -3.63 -1.81
N 3.04 -2.23 -1.75
H 3.05 -0.46 -2.92
C 2.90 -1.62 -0.55
O 2.41 -0.50 -0.35
H 3.98 -3.89 -0.86
H 3.28 -2.24 0.29
H 3.29 -2.08 -3.79
H 4.18 -3.75 -2.66
O -0.13 -1.34 -1.72
C -1.04 -2.30 -1.58
C 0.33 -3.74 0.03
C -0.90 -3.20 -0.32
H 1.23 -3.46 -0.55
C 0.40 -4.67 1.08
H -2.00 -1.77 -1.48
C -2.06 -3.56 0.38
H 1.37 -5.07 1.36
C -0.75 -5.09 1.74
C -1.98 -4.53 1.37
H -2.99 -3.09 0.09
H -0.71 -5.87 2.50
H -2.90 -4.85 1.87
Si -0.65 3.41 -3.95
Cl -0.84 1.27 -3.85
C 1.09 3.97 -3.58
C -1.81 4.08 -2.65
C -1.08 3.89 -5.70
H 1.57 3.64 -2.65
H 1.02 5.07 -3.56
H 1.76 3.68 -4.41
H -0.35 3.50 -6.43
H -1.07 4.99 -5.76
H -2.08 3.54 -6.02
H -1.88 3.53 -1.70
H -2.83 4.12 -3.08
H -1.47 5.11 -2.44
N -0.33 -0.70 1.45
C -0.38 -0.65 2.80
C 0.74 -1.08 3.58
C 0.70 -0.95 4.97
C -0.43 -0.44 5.61
C -1.54 -0.02 4.85
C -1.51 -0.12 3.46
H -1.14 -0.36 0.89
H 0.43 -1.13 0.95
H 1.60 -1.51 3.07
H 1.56 -1.26 5.56
H -0.45 -0.34 6.70
H -2.42 0.37 5.34
H -2.35 0.21 2.85
*
```

Highest occupied orbital energy (eV): -4.1
Orbital gap (eV): 5.915



*b*
C26H43BaCl3N3O3Si | the ωB97M-V functional and the def2-TZVPD basis

The geometry in ORCA input format:
```
! wB97M-V def2-TZVPD RIJCOSX def2/J DEFGRID3
* xyz -1 1
C -2.65 2.35 -1.23
C -3.31 0.98 -1.17
H -2.90 2.85 -2.17
H -1.56 2.27 -1.12
H -3.03 2.94 -0.39
C -4.21 0.47 -2.01
C -4.83 1.17 -3.16
H -4.56 -0.56 -1.83
H -4.41 2.17 -3.33
H -5.91 1.27 -2.98
H -4.72 0.58 -4.07
Ba 0.71 -0.16 0.63
Cl -0.76 0.78 2.96
Cl 1.14 2.38 -0.57
C -0.99 -2.59 1.96
O -0.07 -2.52 1.11
N -1.32 -3.81 2.37
C -0.61 -4.92 1.74
C -2.39 -4.04 3.32
H -1.54 -1.71 2.42
H 0.20 -4.54 1.09
H -1.32 -5.49 1.14
H -0.21 -5.55 2.52
H -2.78 -3.06 3.60
H -1.95 -4.56 4.16
H -3.15 -4.64 2.81
H -1.07 0.79 -3.22
H -2.36 -1.36 -3.66
C -0.13 0.26 -3.37
C -1.40 -1.83 -3.89
N -0.36 -1.17 -3.12
H 0.63 0.65 -2.67
C 0.29 -1.86 -2.17
O 1.30 -1.40 -1.58
H -1.41 -2.88 -3.60
H -0.11 -2.88 -1.95
H 0.20 0.38 -4.40
H -1.17 -1.72 -4.95
O -1.71 -0.32 -0.73
C -2.74 0.09 -0.09
C -3.28 -2.36 -0.27
C -3.54 -1.13 0.34
H -2.46 -2.45 -1.00
C -4.09 -3.45 0.06
H -2.56 0.75 0.85
C -4.54 -0.97 1.30
H -3.91 -4.41 -0.43
C -5.11 -3.29 1.00
C -5.33 -2.06 1.62
H -4.65 0.03 1.74
H -5.75 -4.14 1.26
H -6.11 -1.92 2.36
Si 3.65 6.06 -1.76
Cl 2.09 6.82 -2.91
C 4.51 4.75 -2.79
C 2.89 5.35 -0.21
C 4.80 7.50 -1.38
H 3.81 3.95 -3.05
H 5.34 4.32 -2.23
H 4.90 5.19 -3.72
H 5.20 7.94 -2.30
H 5.64 7.16 -0.77
H 4.27 8.28 -0.82
H 2.19 4.54 -0.45
H 2.36 6.13 0.35
H 3.68 4.94 0.43
C 6.08 -1.60 4.30
C 4.91 -1.26 3.43
C 3.63 -1.48 3.94
C 2.55 -1.19 3.14
N 2.78 -0.70 1.92
C 3.98 -0.46 1.39
C 5.09 -0.74 2.15
H 6.06 -1.02 5.23
H 6.06 -2.67 4.57
H 7.02 -1.39 3.78
H 3.44 -1.88 4.92
H 1.51 -1.33 3.45
H 4.02 -0.06 0.37
H 6.06 -0.56 1.73
*
```

Highest occupied orbital energy (eV): -3.7
Orbital gap (eV): 5.666



Stability comparison, relative energies in hartree: *a* 0.0000; *b* 0.0121



*a*
H2NO2S | the ωB97M-V functional and the def2-TZVPD basis

The geometry in ORCA input format:
```
! wB97M-V def2-TZVPD RIJCOSX def2/J DEFGRID3
* xyz -1 1
N 0.87 0.83 0.74
S -0.37 -0.04 -0.12
O -1.49 0.83 -0.38
O -0.70 -1.31 0.48
H 1.69 0.33 0.83
H -0.01 -0.64 -1.56
*
```

Highest occupied orbital energy (eV): -3.7
SMILES: N=[S@H](=O)[O-]
Orbital gap (eV): 7.968



*b*
H2NO2S | the ωB97M-V functional and the def2-TZVPD basis

The geometry in ORCA input format:
```
! wB97M-V def2-TZVPD RIJCOSX def2/J DEFGRID3
* xyz -1 1
N 0.24 0.38 -1.01
S -0.96 0.47 -0.01
O -2.24 -1.23 -0.13
O -1.68 1.76 0.09
H 0.08 -0.13 -1.83
H -0.28 0.27 1.15
*
```

Highest occupied orbital energy (eV): -4.2
SMILES: N=[S@H](=O)[O-]
Orbital gap (eV): 8.354



Stability comparison, relative energies in hartree: *a* 0.0000; *b* 0.0893



*a*
C5H11NS | the ωB97M-V functional and the def2-TZVPD basis

The geometry in ORCA input format:
```
! wB97M-V def2-TZVPD RIJCOSX def2/J DEFGRID3
* xyz 0 1
C -1.80 1.51 -0.19
C -1.13 0.29 -0.76
C 1.92 0.67 0.83
C 1.51 -1.63 -0.09
C 1.57 -0.15 -0.36
N -2.05 0.14 0.29
S -3.75 -0.52 0.12
H -1.28 2.11 0.61
H -2.54 2.02 -0.84
H -1.39 0.12 -1.84
H 1.61 0.22 1.68
H 1.42 1.75 0.78
H 3.02 0.82 0.86
H 1.46 -1.69 0.95
H 2.44 -2.03 -0.59
H 0.46 -1.99 -0.57
H 1.88 0.14 -1.31
H -3.36 -1.78 0.43
*
```

Highest occupied orbital energy (alpha / beta) (eV): -8.0 / -7.4
Orbital gap (alpha / beta) (eV): 8.700 / 7.318



*b*
C5H11NS | the ωB97M-V functional and the def2-TZVPD basis

The geometry in ORCA input format:
```
! wB97M-V def2-TZVPD RIJCOSX def2/J DEFGRID3
* xyz 0 1
C 1.53 -0.40 0.99
C 0.93 0.53 -0.01
C 0.88 0.08 -1.50
N -0.57 -0.03 -1.49
C -0.66 0.61 -0.14
C -1.42 -0.04 1.00
S -3.07 -0.55 0.41
H 1.09 -1.37 1.05
H 2.61 -0.59 0.77
H 1.52 0.09 2.01
H 1.29 1.52 0.17
H 1.43 -0.84 -1.72
H 1.28 0.87 -2.17
H -0.82 -1.03 -1.40
H -1.01 1.66 -0.26
H -0.82 -0.80 1.44
H -1.51 0.74 1.76
H -2.70 -0.44 -0.90
*
```

Highest occupied orbital energy (eV): -9.0
SMILES: C[C@H]1CN[C@H]1CS
Orbital gap (eV): 10.021



Stability comparison, relative energies in hartree: *a* 0.1863; *b* 0.0000



*a*
C4H13NO2 | the ωB97M-V functional and the def2-TZVPD basis

The geometry in ORCA input format:
```
! wB97M-V def2-TZVPD RIJCOSX def2/J DEFGRID3
* xyz 0 1
C -1.85 -0.61 1.49
N -0.64 0.08 1.03
C 0.33 0.12 2.15
C -0.42 0.38 -0.38
C 0.72 1.34 -0.66
O 0.62 1.52 -2.14
H -1.48 -1.58 1.86
H -2.52 -0.80 0.59
H -2.36 0.05 2.26
H 0.42 -0.91 2.50
H 1.35 0.35 1.87
H 0.08 0.72 3.04
H 0.05 -0.46 -0.94
H -1.28 0.95 -0.76
H 0.80 2.30 -0.30
H 1.68 0.81 -0.40
H 1.36 1.17 -2.65
O 0.87 -1.50 -2.70
H 1.67 -1.91 -2.41
H 0.61 -2.04 -3.45
*
```

Highest occupied orbital energy (eV): -7.5
SMILES: CN(C)CCO.O
Orbital gap (eV): 8.007



*b*
C4H13NO2 | the ωB97M-V functional and the def2-TZVPD basis

The geometry in ORCA input format:
```
! wB97M-V def2-TZVPD RIJCOSX def2/J DEFGRID3
* xyz 0 1
C -0.25 -0.06 2.30
N 0.66 -0.33 1.48
C 0.29 -0.70 0.10
C -0.02 0.56 -0.74
C -0.23 0.18 -2.22
H -1.31 -0.08 2.02
H -0.13 -0.27 3.36
H -0.48 -1.47 0.14
H 1.21 -1.17 -0.26
H 0.93 1.09 -0.63
H -0.78 1.25 -0.36
H -1.16 0.65 -2.56
H -0.30 -0.90 -2.36
H 0.54 0.59 -2.87
O 3.56 0.65 1.02
H 2.61 0.44 1.10
H 3.63 1.04 0.15
O -2.86 -0.77 -0.16
H -2.35 0.01 0.03
H -3.58 -0.70 0.48
*
```

Highest occupied orbital energy (eV): -9.7
SMILES: C=NCCC.O.O
Orbital gap (eV): 10.346



*c*
C4H13NO2 | the ωB97M-V functional and the def2-TZVPD basis

The geometry in ORCA input format:
```
! wB97M-V def2-TZVPD RIJCOSX def2/J DEFGRID3
* xyz 0 1
C -1.99 -0.19 1.93
C -0.50 0.04 2.09
N 0.27 -0.31 0.89
C 0.19 -0.10 -0.54
C 1.11 1.08 -1.05
O 1.74 1.79 0.07
H -2.50 -0.34 2.85
H -2.45 0.78 1.63
H -2.18 -0.94 1.13
H -0.28 0.94 2.67
H -0.32 -0.83 2.73
H 1.25 -0.52 1.27
H 0.45 -1.12 -0.90
H -0.87 -0.02 -0.87
H 0.39 1.82 -1.50
H 1.92 0.79 -1.73
H 1.14 1.47 0.81
O 0.60 -1.13 -4.00
H 0.49 -1.86 -3.36
H 1.54 -1.35 -4.11
*
```

Highest occupied orbital energy (eV): -8.7
SMILES: CCNCCO.O
Orbital gap (eV): 9.358



*d*
C4H13NO2 | the ωB97M-V functional and the def2-TZVPD basis

The geometry in ORCA input format:
```
! wB97M-V def2-TZVPD RIJCOSX def2/J DEFGRID3
* xyz 0 1
C -0.03 2.27 -0.15
C 0.07 0.89 -0.82
C 0.05 -0.28 -0.12
C 0.17 -1.53 -0.89
N -0.25 -0.42 1.24
H -0.82 2.36 0.63
H -0.16 3.11 -0.85
H 0.92 2.28 0.41
H 0.63 0.88 -1.74
H 1.13 -1.97 -0.55
H -0.71 -2.18 -0.70
H 0.24 -1.32 -1.98
H -0.11 0.30 1.97
H -0.44 -1.37 1.69
O 3.24 -0.38 0.09
H 3.80 0.42 0.21
H 2.49 -0.17 0.71
O -3.30 -0.56 0.27
H -2.50 -0.17 0.69
H -3.81 0.19 -0.11
*
```

Highest occupied orbital energy (eV): -7.9
SMILES: C/C=C(/C)N.O.O
Orbital gap (eV): 8.505



Stability comparison, relative energies in hartree: *a* 0.0512; *b* 0.0191; *c* 0.0446; *d* 0.0000